# 1
Here is 14 unconnected molecules or ions with the total composition C7H38O13 from OMol25. Energies are from ωB97M-V with the def2-TZVPD basis set.

```
58
Properties=species:S:1:pos:R:3:forces:R:3
C 0.242 2.317 1.827 -1.8 -1.8 0.6
C -0.250 2.632 0.427 -0.7 1.9 -1.7
C 0.691 2.180 -0.689 -1.7 -3.1 1.9
C 1.682 2.870 -1.237 0.6 2.1 -0.9
C 0.158 -1.231 -2.552 -2.0 1.7 -1.1
C 0.602 0.151 -2.140 1.9 -1.4 -3.5
C 0.492 0.742 -0.928 0.0 1.8 0.8
H 0.173 1.212 1.951 0.2 0.5 -0.1
H -0.302 2.685 2.726 0.1 0.3 -1.1
H 1.258 2.534 1.925 1.7 0.6 0.2
H -1.257 2.258 0.145 0.5 -0.4 0.7
H -0.417 3.691 0.138 0.3 -0.1 1.0
H 1.881 3.932 -1.028 -0.2 -0.6 0.2
H 2.282 2.467 -2.020 0.5 -0.5 -0.4
H 0.724 -2.076 -2.201 0.2 -0.2 0.6
H -0.939 -1.185 -2.208 1.7 -0.9 -0.4
H 0.066 -1.331 -3.673 0.5 0.3 1.1
H 1.086 0.713 -2.997 -0.7 -0.2 1.3
H 0.066 0.202 -0.091 0.0 -0.1 0.1
H -3.820 2.781 -2.397 0.1 -1.0 0.5
H -3.497 3.250 -0.810 -0.3 -0.7 -0.9
O -3.757 3.462 -1.717 0.2 1.7 0.7
H -4.261 -1.210 -3.930 0.0 -0.3 0.1
H -3.003 -1.436 -3.029 -0.4 0.0 0.1
O -3.337 -0.976 -3.806 0.2 0.0 -0.3
H -2.616 -3.710 0.653 0.4 -0.4 0.0
H -2.581 -5.194 1.106 0.5 -0.1 0.1
O -3.144 -4.502 0.773 -0.8 0.4 -0.2
H 0.734 -3.056 -0.263 -0.4 -0.8 0.2
H 1.350 -4.114 0.505 -0.8 -0.3 -0.1
O 0.452 -3.889 0.179 0.6 1.1 0.0
H -2.220 0.378 -1.122 -0.8 0.7 -0.6
H -1.655 -0.808 -0.579 -0.1 -1.1 0.9
O -2.288 -0.570 -1.255 -0.3 0.6 0.4
H -0.890 -2.248 1.246 -0.9 -0.8 0.2
H -2.510 -1.775 1.403 0.1 -0.9 0.0
O -1.575 -1.574 1.385 0.7 1.6 -0.6
H 3.304 -2.753 -1.006 0.3 0.3 0.6
H 3.106 -2.239 0.524 0.2 -0.4 -0.7
O 2.766 -2.795 -0.205 0.0 0.3 0.2
H 4.506 2.494 0.363 0.7 1.2 0.2
H 3.697 3.050 1.786 1.0 1.3 -0.4
O 3.921 2.430 1.105 -1.7 -2.3 0.3
H -3.456 0.739 -3.700 -0.4 -0.2 0.0
H -2.768 2.029 -3.969 -0.2 0.4 -0.3
O -3.646 1.696 -3.746 0.7 0.0 0.0
H 2.012 -0.863 2.395 -0.5 -0.1 0.1
H 3.111 0.247 2.373 -0.1 -0.7 -0.5
O 2.816 -0.576 1.929 0.5 0.6 0.4
H 1.178 -0.536 5.915 -1.0 -0.1 -0.2
H -0.105 0.304 5.984 -0.2 0.2 0.1
O 0.239 -0.511 5.616 1.3 -0.1 0.4
H 2.769 1.046 -0.338 0.5 -0.6 0.7
H 3.304 -0.368 0.154 -0.4 0.9 0.2
O 3.308 0.279 -0.572 0.0 -0.1 -1.3
H -0.458 -0.929 2.702 0.3 -0.4 -0.1
H 0.380 -1.045 3.960 0.0 -0.1 0.2
O 0.398 -1.273 3.016 0.0 0.4 0.0
```
Forces are in eV/Å.

Computed properties:
E_HOMO (spin up / spin down) = -13.09 / -13.09 eV
Kohn-Sham gap (spin up / spin down) = 8.94 / 5.53 eV
charge = +1
ΔE to the lowest compared entry with this formula, charge and spin = 0.00 kcal per mole
spin multiplicity = 2
lowest unoccupied orbital energy (spin up / spin down) = -0.153 / -0.278 Eh

Just the Mulliken charges please, in e? Sure, here they are: -0.56, -0.59, 0.49, -0.87, -0.77, -0.09, 0.50, 0.00, 0.40, 0.10, 0.05, 0.52, 0.38, 0.30, 0.20, 0.24, 0.40, 0.27, 0.38, 0.45, 0.28, -0.65, 0.31, 0.29, -0.70, 0.30, 0.32, -0.63, 0.28, 0.35, -0.63, 0.36, 0.12, -0.58, 0.35, 0.27, -0.74, 0.28, 0.32, -0.58, 0.30, 0.29, -0.56, 0.39, 0.35, -0.75, 0.34, 0.25, -0.63, 0.33, 0.31, -0.68, 0.23, 0.33, -0.58, 0.20, 0.42, -0.65

***

# 2
Here is C7H3ClIN3O3 in the gas phase from OMol25. Energies are from ωB97M-V with the def2-TZVPD basis set.

```
18
Properties=species:S:1:pos:R:3:forces:R:3
O -0.820 -2.527 1.321 1.0 -3.9 1.0
N -0.775 -1.311 1.248 -1.9 0.0 -1.0
C -1.998 -0.731 1.174 -0.2 2.1 0.2
Cl -3.380 -1.692 1.536 0.9 0.2 -0.2
C -2.082 0.639 0.791 0.1 -0.4 0.7
I -4.130 1.536 0.748 2.2 -0.5 -0.2
C -0.877 1.271 0.579 1.1 0.9 -0.6
C 0.483 0.646 0.703 -3.9 0.8 -0.6
N 1.605 1.337 0.362 1.1 -3.9 0.7
C 2.712 0.528 0.382 -0.8 3.4 -0.2
O 3.813 1.249 0.136 0.8 -0.6 -0.6
C 2.735 -0.880 0.708 -2.1 -0.5 0.4
O 3.755 -1.749 0.785 2.3 4.1 -1.9
N 1.593 -1.452 0.994 -1.6 0.7 0.2
C 0.440 -0.714 1.008 2.4 1.4 -0.3
H -0.874 2.285 0.173 0.0 -0.1 0.4
H 3.547 2.112 -0.257 0.0 -0.8 0.6
H 3.385 -2.461 1.216 -1.3 -3.0 1.5
```
Forces are in eV/Å.

Computed properties:
SMILES = [O-][n+]1c(Cl)c(I)cc2nc(O)c(O)nc21
E_HOMO = -8.39 eV
Kohn-Sham gap = 7.24 eV
charge = 0
lowest unoccupied orbital energy = -0.042 Eh

Just the Mulliken charges please, in e? Sure, here they are: -0.71, 0.61, 0.52, -0.12, -0.79, 0.12, -0.18, 0.33, -0.64, 0.54, -0.49, 0.43, -0.51, -0.44, 0.14, 0.40, 0.41, 0.38

***

# 3
Here is C7H3N in the gas phase from OMol25. Energies are from ωB97M-V with the def2-TZVPD basis set.

```
11
Properties=species:S:1:pos:R:3:forces:R:3
C -3.817 0.980 0.026 7.4 -2.8 0.5
C -2.649 0.527 0.094 -3.1 1.2 -1.4
C -1.366 -0.033 -0.151 -0.6 -0.2 1.0
C -0.320 -0.656 -0.166 2.3 -0.9 0.1
C 1.093 -1.297 -0.075 0.7 4.5 0.8
C 2.281 -0.414 0.100 -6.0 -3.7 -0.9
C 2.447 0.998 0.045 2.4 5.7 -1.2
N 2.841 2.143 -0.111 -2.5 -6.5 1.1
H -4.773 1.279 -0.048 -2.7 1.0 0.0
H 1.224 -2.425 0.027 -0.3 1.9 -0.3
H 3.040 -1.102 0.259 2.3 -0.2 0.3
```
Forces are in eV/Å.

Computed properties:
SMILES = C#CC#C/C=C\C#N
E_HOMO = -9.35 eV
Kohn-Sham gap = 8.10 eV
charge = 0
ΔE to the lowest compared entry with this formula, charge and spin = 29.24 kcal per mole
lowest unoccupied orbital energy = -0.046 Eh

Just the Mulliken charges please, in e? Sure, here they are: -0.18, -0.44, 0.67, -0.13, -0.54, -0.34, 0.24, -0.40, 0.44, 0.33, 0.36

***

Here are the calculated F_max numbers, same order: 0.082, 0.099, 0.154 (hartree/bohr).
Here are the calculated electronic energy numbers, same order: -1267.226513, -1416.320129, -323.070003 (a.u.).